Molecular formula: C3H7NO2S
Method: DFT, ωB97M-V/def2-TZVPD

**Spin multiplicity**: 1
**Total charge**: 0
**Relative energy (zero: lowest compared OMol25 entry of this formula, charge and spin)**: 2.9954 eV
**HOMO energy (alpha / beta)**: -8.421 / -8.234 eV
**Molecular weight**: 121.16 g/mol
**Kohn-Sham gap (alpha / beta)**: 7.017 / 6.699 eV

Cartesian coordinates (Å):
C (0.03875, 0.36038, -0.98933)
C (0.98271, -0.53601, 1.31773)
C (0.50824, 0.47965, 0.36132)
N (-0.23569, -0.88740, -1.42238)
O (0.05115, 1.43102, -1.64345)
O (0.57716, 1.70426, 0.77752)
S (-2.23012, 0.05879, 0.62106)
H (1.40477, -1.34020, 0.65722)
H (1.91147, 0.07148, 1.84963)
H (0.34576, -1.08209, 2.05945)
H (-0.53248, -1.48659, -0.71771)
H (-0.67380, -0.96023, -2.26320)
H (0.23562, 2.34458, 0.02850)
H (-2.38353, -0.15763, -0.63637)

These are the Mulliken partial charges, in e, on atoms 1 to 5:
1. C 0.587
2. C -0.967
3. C 0.469
4. N -0.393
5. O -0.714

***

Molecular formula: C81H185N11O13
Method: DFT, ωB97M-V/def2-TZVPD

**Spin multiplicity**: 1
**Total charge**: 0
**HOMO energy**: -7.858 eV
**Molecular weight**: 1521.43 g/mol
**Kohn-Sham gap**: 8.336 eV

Cartesian coordinates (Å):
C (22.14767, 14.75292, 9.81457)
C (22.49492, 16.18635, 9.65717)
C (22.53414, 16.86122, 10.94130)
O (22.89608, 18.20422, 10.68278)
C (22.66782, 19.15181, 11.71763)
N (23.78301, 16.18337, 8.97300)
H (22.70057, 14.25811, 10.61305)
H (22.13696, 14.29215, 8.82681)
H (21.13528, 14.70191, 10.21527)
H (21.72735, 16.73671, 9.11307)
H (23.28144, 16.32351, 11.52484)
H (21.57839, 16.71390, 11.44423)
H (21.63066, 19.25201, 12.03755)
H (22.89963, 20.14564, 11.33466)
H (23.40365, 19.06439, 12.51702)
H (23.58196, 16.38072, 8.00308)
H (24.10528, 17.07556, 9.31974)
C (18.86416, 17.57121, 9.67568)
C (17.66679, 18.44450, 9.47465)
C (16.43607, 17.54384, 9.31867)
O (15.27117, 18.27706, 8.91917)
C (14.07314, 17.43628, 9.15570)
N (17.63928, 19.33131, 10.64917)
H (19.77115, 18.17153, 9.74711)
H (18.96205, 16.85434, 8.86044)
H (18.71754, 16.93659, 10.54966)
H (17.71959, 19.05064, 8.57027)
H (16.31593, 16.97617, 10.24139)
H (16.64601, 16.79857, 8.55148)
H (13.12653, 17.92873, 8.93317)
H (14.06624, 17.05589, 10.17715)
H (14.11464, 16.55625, 8.51388)
H (17.40366, 18.91647, 11.53938)
H (16.84386, 19.91907, 10.44432)
C (18.27880, 18.64020, 20.51772)
C (17.97389, 18.18630, 19.10204)
C (16.81912, 18.88279, 18.40225)
O (16.99982, 20.29466, 18.23462)
C (15.86507, 20.99017, 17.70949)
N (19.23758, 18.33998, 18.36050)
H (17.36733, 18.79783, 21.09433)
H (18.74841, 19.62312, 20.47976)
H (19.08436, 18.05845, 20.96576)
H (17.72210, 17.12655, 19.14255)
H (15.90929, 18.67093, 18.96388)
H (16.71195, 18.44619, 17.40928)
H (16.12219, 22.02506, 17.48366)
H (15.08256, 21.16761, 18.44725)
H (15.50717, 20.52075, 16.79317)
H (19.24544, 19.12000, 17.71894)
H (19.96288, 18.57306, 19.02362)
C (19.86676, 17.79341, 14.23511)
C (18.55721, 17.81705, 15.06464)
C (17.26072, 17.59935, 14.14791)
O (17.03495, 18.65097, 13.20617)
C (17.18740, 19.96981, 13.78733)
N (18.71601, 16.68689, 15.94035)
H (19.69432, 18.55215, 13.47178)
H (20.05989, 16.82782, 13.76774)
H (20.82322, 18.02461, 14.70399)
H (18.48408, 18.75699, 15.61169)
H (16.36331, 17.52595, 14.76221)
H (17.33066, 16.64070, 13.63392)
H (18.23677, 20.19947, 13.97219)
H (16.69079, 20.08803, 14.75040)
H (16.86397, 20.79869, 13.15769)
H (17.91656, 16.75462, 16.55386)
H (19.44473, 17.00307, 16.56413)
C (24.38238, 20.65482, 19.77956)
C (23.07280, 21.14120, 19.14248)
C (22.86952, 22.70517, 19.31605)
C (21.90498, 23.44389, 18.31374)
C (22.45483, 23.15374, 16.92122)
C (22.44809, 21.60262, 16.61915)
N (23.14767, 20.81887, 17.69761)
O (23.20986, 19.52794, 17.46712)
C (20.95441, 21.04621, 16.39523)
C (23.21981, 21.47069, 15.18898)
C (21.86738, 20.47397, 19.82340)
H (25.19806, 20.89199, 19.09655)
H (24.30246, 19.56925, 19.83647)
H (24.52920, 21.05455, 20.78294)
H (22.37771, 22.84253, 20.27904)
H (23.79434, 23.28204, 19.31954)
H (21.84118, 24.50000, 18.57578)
H (20.88697, 23.10171, 18.49992)
H (23.49556, 23.47093, 16.85505)
H (21.86071, 23.65502, 16.15712)
H (20.34377, 21.54504, 15.64265)
H (20.95849, 19.99518, 16.10640)
H (20.29671, 21.05017, 17.26443)
H (22.82938, 20.68811, 14.53842)
H (23.11399, 22.42171, 14.66700)
H (24.29240, 21.36619, 15.35252)
H (20.88548, 20.86294, 19.55382)
H (21.94566, 20.49074, 20.91045)
H (21.71828, 19.43555, 19.52748)
H (24.14185, 19.37568, 17.29445)
C (15.40877, 22.58660, 8.68867)
C (14.47257, 22.92060, 9.87558)
C (15.23780, 23.44851, 11.11452)
C (15.91095, 24.85974, 10.88126)
C (14.85165, 25.87679, 10.55773)
C (13.92455, 25.36225, 9.39934)
N (13.48607, 23.94882, 9.59433)
O (12.58032, 23.55195, 8.65412)
C (12.62179, 26.26201, 9.52354)
C (14.60310, 25.71915, 8.05055)
C (13.73432, 21.58072, 10.29312)
H (15.03369, 22.55129, 7.66584)
H (15.96537, 21.67036, 8.88562)
H (16.25998, 23.26666, 8.72105)
H (14.54190, 23.56397, 11.94548)
H (16.09429, 22.81237, 11.33780)
H (16.61887, 24.71804, 10.06464)
H (16.51389, 25.14071, 11.74475)
H (15.35896, 26.83086, 10.41466)
H (14.28486, 25.99659, 11.48104)
H (12.05994, 26.21610, 8.59063)
H (11.90077, 25.95935, 10.28290)
H (12.88784, 27.29360, 9.75406)
H (15.05893, 26.70828, 8.00651)
H (15.48233, 25.08586, 7.93224)
H (13.90735, 25.43692, 7.26038)
H (12.85562, 21.73572, 10.91919)
H (14.47267, 20.91338, 10.73762)
H (13.29522, 21.09446, 9.42200)
H (13.03605, 23.47840, 7.81240)
C (13.44619, 18.96276, 14.89631)
C (12.19131, 18.68133, 13.99080)
C (12.73395, 17.85734, 12.82008)
C (12.85201, 16.33365, 13.22282)
C (11.51412, 15.83842, 13.78167)
C (11.00536, 16.59733, 15.07299)
N (11.01407, 18.03328, 14.65586)
O (10.38252, 18.89335, 15.64799)
C (9.53763, 16.06249, 15.26775)
C (11.88953, 16.31761, 16.32532)
C (11.76747, 20.00677, 13.34763)
H (14.11762, 19.71274, 14.47820)
H (14.00742, 18.03430, 15.00159)
H (13.16865, 19.30982, 15.89161)
H (11.96352, 17.68806, 12.06783)
H (13.59555, 18.31810, 12.33691)
H (13.66120, 16.11968, 13.92106)
H (13.00237, 15.85675, 12.25429)
H (11.56795, 14.76307, 13.95145)
H (10.82137, 16.00606, 12.95699)
H (8.98654, 16.42989, 16.13344)
H (8.87002, 16.31908, 14.44522)
H (9.56435, 15.00084, 15.51330)
H (11.60406, 16.83440, 17.24159)
H (11.81924, 15.24679, 16.51635)
H (12.91556, 16.64559, 16.15860)
H (10.93797, 19.75728, 12.68597)
H (12.44610, 20.50538, 12.65557)
H (11.34303, 20.75158, 14.02084)
H (9.62217, 19.23708, 15.17332)
C (20.64935, 11.46961, 11.23005)
C (19.34346, 11.68109, 10.43771)
C (18.72126, 10.25357, 10.32018)
C (17.22724, 10.30220, 9.89134)
C (16.44093, 11.18348, 10.82631)
C (17.02113, 12.64647, 10.96924)
N (18.45523, 12.59381, 11.19328)
O (19.04418, 13.83173, 11.45595)
C (16.62721, 13.41518, 9.71233)
C (16.26915, 13.27428, 12.20640)
C (19.72371, 12.04157, 9.02196)
H (20.30088, 11.26996, 12.24337)
H (21.35202, 12.30287, 11.23600)
H (21.16221, 10.57398, 10.87944)
H (19.32401, 9.54437, 9.75287)
H (18.54372, 9.68652, 11.23399)
H (16.74590, 9.32483, 9.92539)
H (17.24233, 10.66188, 8.86250)
H (16.27161, 10.56676, 11.70897)
H (15.46064, 11.30838, 10.36638)
H (17.04242, 14.42292, 9.69965)
H (16.78996, 12.80806, 8.82182)
H (15.58304, 13.72730, 9.69283)
H (16.63210, 14.29786, 12.29946)
H (15.20802, 13.40015, 11.99131)
H (16.52969, 12.79368, 13.14939)
H (18.80074, 12.02929, 8.44224)
H (20.29776, 11.21797, 8.59740)
H (20.18058, 13.02493, 8.91064)
H (19.10281, 13.79023, 12.41326)
C (16.40990, 11.19330, 17.65216)
C (17.61029, 11.22816, 18.67456)
C (18.82085, 10.72106, 17.80490)
C (20.15913, 10.92762, 18.48003)
C (20.38519, 12.41831, 18.75616)
C (19.23981, 13.02804, 19.59224)
N (17.86276, 12.63767, 19.07930)
O (16.81627, 13.14893, 19.72328)
C (19.38463, 12.61167, 21.09298)
C (19.42503, 14.55752, 19.52963)
C (17.38589, 10.29569, 19.88516)
H (16.39195, 10.28736, 17.04631)
H (16.57064, 12.03740, 16.98152)
H (15.45879, 11.24301, 18.18227)
H (18.81325, 9.63325, 17.87355)
H (18.78206, 10.99999, 16.75191)
H (20.91445, 10.57353, 17.77845)
H (20.36781, 10.32893, 19.36666)
H (20.56190, 12.91062, 17.79986)
H (21.36375, 12.44374, 19.23562)
H (18.67481, 13.07068, 21.78114)
H (19.31765, 11.52978, 21.20759)
H (20.33013, 12.95400, 21.51361)
H (18.61107, 15.08671, 20.02513)
H (20.29493, 14.94047, 20.06322)
H (19.41682, 14.91816, 18.50106)
H (16.84725, 9.38059, 19.63908)
H (16.95167, 10.73472, 20.78338)
H (18.31422, 9.78715, 20.14538)
H (16.95683, 12.83477, 20.61946)
C (20.07350, 24.63068, 11.39027)
C (19.91519, 25.04424, 12.86673)
C (19.42263, 26.57189, 12.87469)
C (18.64396, 27.00755, 14.15102)
C (17.52769, 25.97362, 14.46288)
C (18.02657, 24.54989, 14.67280)
N (18.90568, 24.19993, 13.48014)
O (19.16293, 22.87449, 13.40784)
C (18.78513, 24.40021, 15.97346)
C (16.75477, 23.71584, 14.72763)
C (21.29517, 24.97502, 13.56868)
H (20.53532, 23.64940, 11.28116)
H (20.62024, 25.42820, 10.88715)
H (19.10701, 24.59348, 10.88767)
H (20.31049, 27.20409, 12.88555)
H (18.87778, 26.83081, 11.96684)
H (18.15482, 27.97449, 14.03328)
H (19.30106, 27.00591, 15.02069)
H (16.81779, 26.00871, 13.63649)
H (16.83970, 26.36943, 15.20994)
H (19.53281, 25.15906, 16.20419)
H (18.07044, 24.34683, 16.79472)
H (19.28736, 23.43281, 15.97073)
H (17.05652, 22.67494, 14.84412)
H (16.17084, 23.98604, 15.60747)
H (16.06841, 23.85710, 13.89273)
H (21.74734, 23.98392, 13.53177)
H (21.13777, 25.16480, 14.63043)
H (21.99439, 25.72497, 13.19886)
H (18.89739, 22.75545, 12.49301)
C (22.39400, 12.88809, 14.49350)
C (23.12974, 14.03036, 15.21711)
C (22.03617, 15.00912, 15.76091)
C (22.52796, 16.04668, 16.77162)
C (23.23571, 15.35643, 17.93151)
C (24.41403, 14.44076, 17.40493)
N (23.90539, 13.51965, 16.34740)
O (24.95300, 12.68923, 15.98872)
C (25.67641, 15.31607, 17.12114)
C (24.70423, 13.54731, 18.64830)
C (24.01245, 14.72941, 14.21668)
H (21.90344, 12.17776, 15.15899)
H (23.04978, 12.21291, 13.94380)
H (21.62941, 13.28423, 13.82523)
H (21.74422, 15.66623, 14.94172)
H (21.22017, 14.36926, 16.09678)
H (21.75163, 16.69885, 17.17170)
H (23.22048, 16.78064, 16.35953)
H (22.52670, 14.75890, 18.50455)
H (23.54479, 16.18423, 18.56972)
H (25.49019, 15.82671, 16.17633)
H (25.85460, 16.05284, 17.90441)
H (26.61006, 14.75819, 17.04924)
H (23.82522, 12.99553, 18.98144)
H (25.41057, 12.71921, 18.58970)
H (25.02073, 14.23571, 19.43191)
H (24.22546, 15.75324, 14.52408)
H (23.68831, 14.70492, 13.17628)
H (24.98062, 14.25279, 14.06315)
H (24.57930, 11.80914, 15.90272)
C (18.53435, 13.38654, 15.33909)
O (18.90029, 14.29965, 14.35536)
H (17.75097, 12.72270, 14.97340)
H (19.39168, 12.77975, 15.63046)
H (18.14529, 13.91515, 16.20932)
H (18.75829, 15.15707, 14.76311)
C (15.31163, 15.05694, 16.71059)
O (16.34927, 15.26440, 17.61923)
H (14.75155, 14.16514, 16.99182)
H (14.70413, 15.95668, 16.61306)
H (15.71570, 14.78294, 15.73604)
H (16.64879, 14.41432, 17.94976)

These are the Mulliken partial charges, in e, on atoms 1 to 5:
1. C -0.866
2. C 0.354
3. C -0.507
4. O -0.540
5. C -0.614

***

Molecular formula: C24H27N3O6S
Method: DFT, ωB97M-V/def2-TZVPD

**Spin multiplicity**: 1
**Total charge**: 0
**Relative energy (zero: lowest compared OMol25 entry of this formula, charge and spin)**: 3.1156 eV
**HOMO energy**: -8.028 eV
**Molecular weight**: 485.56 g/mol
**SMILES**: Cc1noc(C)c1S(=O)(=O)N(CC(=O)NCc1ccc2c(c1)OCO2)c1ccc(C(C)C)cc1
**Kohn-Sham gap**: 8.644 eV

Cartesian coordinates (Å):
C (0.91834, -0.80423, -5.43304)
C (1.54036, -1.70417, -4.43426)
N (1.95679, -2.90531, -4.73079)
O (2.46708, -3.46214, -3.60393)
C (2.37145, -2.59837, -2.59224)
C (2.87614, -2.97520, -1.25572)
C (1.77991, -1.44756, -3.05190)
S (1.48979, -0.00293, -2.07590)
O (2.63913, 0.22609, -1.26044)
O (1.09251, 1.06577, -2.95477)
N (0.14940, -0.43868, -1.18236)
C (-1.02588, -0.60161, -2.01879)
C (-2.02970, 0.54584, -1.79954)
O (-3.17914, 0.34948, -1.46738)
N (-1.48306, 1.75649, -2.00417)
C (-2.00732, 2.92531, -1.31763)
C (-1.60150, 2.81908, 0.13358)
C (-0.25594, 2.87824, 0.46970)
C (0.18878, 2.64870, 1.76833)
C (-0.76687, 2.36059, 2.71090)
C (-2.12037, 2.29563, 2.37991)
C (-2.56262, 2.51361, 1.09921)
O (-2.84833, 1.98826, 3.49802)
C (-1.91603, 1.88651, 4.55036)
O (-0.61396, 2.10071, 4.04776)
C (0.06581, -0.66890, 0.20408)
C (-1.16856, -0.86049, 0.82292)
C (-1.23938, -1.12866, 2.17810)
C (-0.10230, -1.22060, 2.96783)
C (-0.20435, -1.59985, 4.42443)
C (0.70959, -0.76110, 5.31851)
C (0.11558, -3.09035, 4.58116)
C (1.12036, -1.00480, 2.34746)
C (1.20930, -0.73162, 0.99623)
H (1.01299, 0.22845, -5.10783)
H (-0.13881, -1.04522, -5.54405)
H (1.39554, -0.94494, -6.39886)
H (3.46942, -2.15720, -0.85302)
H (3.47867, -3.87619, -1.33414)
H (2.04597, -3.15672, -0.57364)
H (-1.51630, -1.55729, -1.80961)
H (-0.69168, -0.59062, -3.05664)
H (-0.50625, 1.78336, -2.27701)
H (-1.59786, 3.81761, -1.79298)
H (-3.09460, 2.91954, -1.41221)
H (0.47313, 3.09802, -0.29613)
H (1.23389, 2.68691, 2.02314)
H (-3.60665, 2.43578, 0.84794)
H (-1.97638, 0.88445, 5.00180)
H (-2.14199, 2.64446, 5.31901)
H (-2.08895, -0.79767, 0.26963)
H (-2.21416, -1.27254, 2.62272)
H (-1.24178, -1.44282, 4.74269)
H (0.58804, 0.29793, 5.10540)
H (0.46995, -0.93692, 6.36530)
H (1.75234, -1.02665, 5.16501)
H (1.13270, -3.29414, 4.25389)
H (0.01951, -3.39050, 5.62231)
H (-0.56481, -3.69132, 3.98178)
H (2.03345, -1.05296, 2.92012)
H (2.17516, -0.55214, 0.56220)

These are the Mulliken partial charges, in e, on atoms 1 to 5:
1. C -1.322
2. C 0.101
3. N -0.721
4. O -0.172
5. C 0.160